A cluster of 2 separate species, C5H11N2 in total, computed with ωB97M-V/def2-TZVPD.

```
18
Properties=species:S:1:pos:R:3:nbo_charge:R:1
C -3.35 0.58 0.77 -0.58
C -2.24 0.44 0.16 0.46
C 2.72 -0.07 0.97 -0.45
C -1.03 -1.11 -1.02 -0.45
C 1.55 0.89 -0.94 0.12
N 1.61 0.21 0.15 -0.39
N -1.15 0.16 -0.37 -0.59
H -4.27 1.15 0.62 0.28
H 2.58 -0.96 1.57 0.25
H 3.65 0.02 0.45 0.25
H 2.77 0.79 1.67 0.25
H -0.76 -1.95 -0.17 0.21
H -1.95 -1.47 -1.37 0.22
H -0.31 -1.14 -1.92 0.21
H 2.29 1.40 -1.41 0.22
H 0.48 0.94 -1.38 0.26
H -3.29 0.24 1.80 0.27
H 0.69 -0.11 0.43 0.46
```

Energy relative to the best compared isomer or geometry (same formula, charge and spin) = 322.9 kJ/mol
Gap between HOMO and LUMO = 8.521 eV
E = -8333.7723 eV
2S+1 = 1
Total charge = +1